# 1
DFT (the ωB97M-V functional and the def2-TZVPD basis) results for a single C4H6O2 molecule.

For the HOMO energy, the calculation gives -0.3284 Ha. The calculation puts the HOMO-LUMO gap at 8.26 eV. The total charge is 0.

Last column: Mulliken charge in e.
Cartesian coordinates (Å):
O: 2.08153 -0.41725 0.08714  -0.549
C: 0.74956 -0.71538 -0.06319  0.103
C: -0.12786 -0.66045 1.05717  -0.595
C: -1.40047 0.58696 -0.62452  -0.771
C: -0.03407 0.75490 -0.46667  0.622
O: 0.72250 1.71800 -0.41095  -0.677
H: 2.15164 0.54204 -0.11944  0.394
H: 0.54575 -1.48631 -0.80945  0.308
H: -1.00905 -1.28846 1.14655  0.330
H: 0.15302 -0.07160 1.92956  0.256
H: -2.03034 1.43659 -0.89927  0.313
H: -1.80221 -0.39904 -0.82693  0.266

=====

# 2
DFT (the ωB97M-V functional and the def2-TZVPD basis) results for 2 unconnected molecules or ions with the total composition C3H12NO2 at a distorted geometry.

For the HOMO energy (alpha / beta), the calculation gives -0.6870 / -0.6870 Ha. Its spin multiplicity is 2. The calculation puts the HOMO-LUMO gap (alpha / beta) at 10.70 / 3.79 eV. The total charge is +2.

Last column: Mulliken charge in e.
Cartesian coordinates (Å):
O: -0.90125 -1.21529 -2.24699  -0.033
C: 0.37381 -0.62173 -1.87416  -0.307
C: 0.60407 -0.66282 -0.38195  -0.641
N: -0.02432 0.57358 0.27737  -0.102
C: 0.90882 1.71291 0.34536  -0.843
H: -0.74200 -1.35890 -3.22648  0.465
H: 1.19316 -1.19345 -2.35687  0.465
H: 0.38341 0.37335 -2.39343  0.444
H: 1.67871 -0.76699 -0.18442  0.424
H: 0.08916 -1.51648 0.07372  0.419
H: -0.46166 0.28552 1.17474  0.213
H: -0.92074 0.75338 -0.19025  0.432
H: 1.57958 1.66262 1.19802  0.337
H: 0.33827 2.63291 0.33327  0.405
H: 1.58637 1.70246 -0.51207  0.342
H: -1.24171 0.80416 3.05466  0.317
H: -0.91331 -0.30574 4.12295  0.331
O: -0.74717 0.00848 3.22991  -0.670

=====

# 3
DFT (the ωB97M-V functional and the def2-TZVPD basis) results for a molecular structure, C28H22FO9S4 at a distorted geometry.

For the HOMO energy, the calculation gives -0.1170 Ha. The calculation puts the HOMO-LUMO gap at 5.64 eV. The total charge is -1.

Last column: Mulliken charge in e.
Cartesian coordinates (Å):
F: -0.30590 0.59390 -1.58698  -0.412
C: 0.10505 -0.69980 -1.33836  -0.023
S: -1.09789 -1.89904 -2.19131  1.783
C: -0.94111 -2.02976 -3.97506  -0.114
C: -0.17294 -3.05619 -4.52414  -0.061
C: -0.04353 -3.15597 -5.90851  -0.653
C: -0.68520 -2.23254 -6.73980  -0.381
C: -1.50496 -1.24520 -6.18281  -0.652
C: -1.65769 -1.15913 -4.79434  -0.430
O: -0.69059 -3.17140 -1.62738  -0.745
O: -2.41861 -1.36300 -1.93412  -0.708
S: 1.73384 -0.96293 -2.18696  1.585
C: 2.60583 0.55388 -1.86765  -0.172
C: 2.92595 1.41999 -2.91143  -0.475
C: 3.51363 2.65047 -2.60621  -0.467
C: 3.78028 3.00356 -1.27884  -0.458
C: 3.45233 2.12293 -0.24526  -0.775
C: 2.88994 0.88631 -0.54914  0.324
O: 2.36686 -2.03618 -1.46667  -0.663
O: 1.57591 -1.00328 -3.62901  -0.672
H: 0.33197 -3.76179 -3.86825  0.381
H: 0.56637 -3.96012 -6.32517  0.361
H: -0.55936 -2.29899 -7.82360  0.350
H: -2.03682 -0.54143 -6.82692  0.362
H: -2.30348 -0.41392 -4.33380  0.430
H: 2.69053 1.12671 -3.93206  0.490
H: 3.74757 3.33795 -3.41844  0.367
H: 4.23695 3.96733 -1.04581  0.352
H: 3.62068 2.37397 0.80240  0.428
H: 2.65851 0.17687 0.23739  0.194
C: -5.29195 3.40116 2.20199  -0.799
O: -5.25067 2.07289 1.62385  -0.458
C: -4.07549 1.58777 1.14605  0.917
C: -2.88340 2.34294 1.08116  -0.662
C: -1.67530 1.69574 0.89071  -0.411
C: -1.58729 0.30030 0.66452  0.126
C: -0.29786 -0.41496 0.62931  -0.051
C: 0.36795 -0.44927 1.81605  0.060
S: 1.60506 -1.66259 2.24115  1.470
O: 0.98615 -2.96304 2.14503  -0.712
O: 2.83975 -1.35268 1.54998  -0.762
C: 1.86437 -1.22159 3.96219  0.136
C: 1.07969 -0.18451 4.43171  0.512
C: 1.17707 0.25220 5.75236  -0.695
C: 2.12322 -0.34309 6.58971  -0.592
C: 2.95392 -1.36270 6.10365  -0.592
C: 2.82562 -1.81190 4.78643  -0.732
S: -0.03669 0.54083 3.23247  1.421
O: 0.41310 1.89328 2.96960  -0.692
O: -1.38381 0.24478 3.65511  -0.654
C: -2.81034 -0.39822 0.60563  -0.147
C: -4.02563 0.21905 0.79971  -1.030
H: -6.31732 3.51292 2.55418  0.240
H: -4.59460 3.48814 3.04562  0.334
H: -5.07940 4.16792 1.44631  0.296
H: -2.87869 3.41781 1.27500  0.310
H: -0.76406 2.29328 0.91166  0.396
H: 0.14015 -1.29498 -0.13786  -0.271
H: 0.51906 1.04954 6.09476  0.448
H: 2.21679 0.00159 7.62102  0.365
H: 3.71011 -1.80761 6.75244  0.365
H: 3.45859 -2.60079 4.38251  0.466
H: -2.76732 -1.47961 0.48637  0.428
H: -4.94490 -0.35782 0.76787  0.419

=====

# 4
DFT (the ωB97M-V functional and the def2-TZVPD basis) results for a single C7H6N2 molecule at a distorted geometry.

For the HOMO energy, the calculation gives -0.2956 Ha. As for the SMILES: c1cnc2[nH]ccc2c1. The calculation puts the HOMO-LUMO gap at 8.66 eV. The total charge is 0.

Last column: Mulliken charge in e.
Cartesian coordinates (Å):
C: -2.36933 -0.14841 -0.12804  -0.240
C: -1.52971 0.94352 -0.07977  -0.746
C: -0.15449 0.61382 -0.03156  0.676
C: 1.08500 1.30933 0.11736  -0.457
C: 2.14938 0.45151 0.06338  -0.382
C: 2.03680 -0.99501 -0.13535  -0.196
C: -0.17327 -0.84530 0.12286  0.163
H: -3.52055 0.11249 -0.35281  0.269
H: -1.92296 1.93160 -0.07685  0.392
H: 0.84413 2.36863 0.37564  0.327
H: 3.17077 0.80855 -0.11072  0.322
H: 2.98678 -1.50909 -0.44338  0.323
H: -1.87074 -2.14500 0.56825  0.295
N: 0.82865 -1.65569 -0.00798  -0.613
N: -1.56046 -1.24096 0.11896  -0.133

=====

# 5
DFT (the ωB97M-V functional and the def2-TZVPD basis) results for a single C7H8 molecule.

For the HOMO energy, the calculation gives -0.3133 Ha. The calculation puts the HOMO-LUMO gap at 8.40 eV. The total charge is 0.

Last column: Mulliken charge in e.
Cartesian coordinates (Å):
C: -1.32675 0.98176 -0.14760  -1.555
C: -0.08440 0.11970 -0.26657  1.186
C: -0.17462 -1.34762 -0.19855  -0.851
C: 0.45560 -0.59362 1.01471  0.005
C: -0.42125 -0.71681 2.13097  -0.992
C: 0.95832 0.66228 -1.12115  -0.892
C: 1.79415 1.12101 -1.85940  0.204
H: -1.80682 1.10533 -1.12270  0.359
H: -2.02597 0.52538 0.55215  0.446
H: -1.06009 1.97364 0.22756  0.332
H: 1.54486 -0.64255 1.04876  0.455
H: -1.14682 -1.79194 -0.01807  0.339
H: 0.53656 -1.94848 -0.75646  0.308
H: 0.20579 -0.97929 3.00783  0.207
H: 2.55143 1.53120 -2.49148  0.451

=====

# 6
DFT (the ωB97M-V functional and the def2-TZVPD basis) results for a gas-phase ion, C4H8Cl2N (charge +1) at a distorted geometry.

For the HOMO energy (alpha / beta), the calculation gives -0.4424 / -0.5688 Ha. Its spin multiplicity is 3. The calculation puts the HOMO-LUMO gap (alpha / beta) at 8.57 / 9.86 eV. The total charge is +1.

Last column: Mulliken charge in e.
Cartesian coordinates (Å):
C: -0.41642 0.01731 1.29452  -0.798
C: 0.62944 0.01021 0.21945  0.267
C: -1.76773 0.02501 0.56644  0.334
C: 0.87894 1.22101 -0.57257  -1.257
N: 0.74896 -1.26166 -0.49478  -0.069
Cl: -2.18646 -1.44700 -0.25272  -0.180
Cl: -2.21869 1.44185 -0.26178  -0.087
H: -0.36504 -0.84455 1.95698  0.360
H: -0.33832 0.92474 1.88921  0.358
H: -0.02964 1.53460 -1.12083  0.316
H: 1.68039 1.08010 -1.29317  0.411
H: 1.13547 2.04857 0.08222  0.355
H: 1.24594 -1.14193 -1.38506  0.381
H: -0.23426 -1.63969 -0.69894  0.223
H: 1.23741 -1.96856 0.07103  0.387

=====

E
In order: -306.37471 -325.92390 -3449.71634 -379.79513 -271.30304 -1131.97572
Unit: a.u.
ΔE to the lowest compared entry with this formula, charge and spin
In order: 345.5 189.6 315.7 146.3 599.7 0.0
Unit: kJ/mol